(1)
80
Properties=species:S:1:pos:R:3 method="wB97M-V/def2-TZVPD" largest_force_ev_per_a=4.01 molar_mass_g_mol=846.225 homo_lumo_gap_ev="6.520 / 6.485" spin_multiplicity=4 s_squared=3.837 lumo_ev="-0.9 / -1.3" relative_energy_ev=1.040
Cr -1.482 -0.005 0.036
C -3.484 0.029 2.359
N -2.039 -0.027 2.134
C -1.403 1.163 2.692
C -1.748 2.361 1.789
N -2.145 1.815 0.513
C -2.712 2.586 -0.420
C -3.368 1.935 -1.491
F -3.446 0.564 -1.401
C -3.901 2.591 -2.577
F -4.499 1.902 -3.551
C -3.819 3.985 -2.641
F -4.314 4.655 -3.689
C -3.222 4.674 -1.588
F -3.129 6.009 -1.632
C -2.696 3.999 -0.501
F -2.101 4.738 0.464
C -1.466 -1.266 2.646
C -1.929 -2.408 1.752
N -1.801 -1.988 0.368
C -2.213 -2.862 -0.568
C -1.930 -2.551 -1.918
F -1.247 -1.384 -2.112
C -2.285 -3.321 -3.004
F -1.969 -2.924 -4.238
C -2.976 -4.515 -2.801
F -3.335 -5.298 -3.828
C -3.290 -4.873 -1.495
F -3.975 -6.000 -1.266
C -2.909 -4.091 -0.415
F -3.263 -4.564 0.804
H -3.725 -0.059 3.427
H -3.979 -0.775 1.813
H -3.876 0.975 1.988
H -0.322 1.008 2.687
H -1.727 1.340 3.724
H -0.874 3.017 1.688
H -2.552 2.968 2.226
H -1.765 -1.447 3.688
H -0.378 -1.189 2.590
H -2.971 -2.657 1.993
H -1.318 -3.299 1.946
O -0.647 1.796 -2.002
N -0.411 0.914 -1.156
C 0.368 0.895 -0.066
Ge 2.221 0.154 -0.182
C 2.300 -1.648 0.649
C 2.191 -1.726 2.034
C 2.296 -2.938 2.689
C 2.534 -4.095 1.964
C 2.632 -4.032 0.585
C 2.494 -2.819 -0.068
C 3.112 1.428 1.069
C 3.947 0.979 2.084
C 4.405 1.844 3.063
C 4.056 3.183 3.025
C 3.286 3.659 1.979
C 2.817 2.787 1.012
C 2.897 0.339 -2.040
C 3.784 -0.571 -2.600
C 4.275 -0.380 -3.880
C 3.902 0.738 -4.607
C 3.031 1.659 -4.052
C 2.530 1.458 -2.778
H 0.482 1.883 0.402
H 2.046 -0.816 2.603
H 2.204 -2.979 3.764
H 2.634 -5.043 2.471
H 2.823 -4.929 0.015
H 2.541 -2.782 -1.147
H 4.238 -0.062 2.108
H 5.028 1.475 3.864
H 4.385 3.854 3.805
H 3.047 4.711 1.922
H 2.213 3.175 0.201
H 4.102 -1.430 -2.027
H 4.953 -1.099 -4.314
H 4.290 0.894 -5.602
H 2.742 2.537 -4.611
H 1.837 2.177 -2.365

(2)
74
Properties=species:S:1:pos:R:3 method="wB97M-V/def2-TZVPD" largest_force_ev_per_a=0.22 molar_mass_g_mol=830.125 homo_lumo_gap_ev=7.030 lumo_ev=-1.0 relative_energy_ev=0.223
Rh 1.984 -1.113 -0.265
O 7.235 1.378 -1.593
C 6.052 0.842 -1.240
C 5.843 0.263 0.017
C 4.593 -0.248 0.288
N 3.642 -0.156 -0.630
C 3.818 0.330 -1.855
C 5.035 0.865 -2.203
C 2.582 0.144 -2.748
O 2.565 0.637 -3.851
O 1.634 -0.576 -2.206
C 4.149 -0.998 1.555
O 4.930 -1.091 2.474
O 2.934 -1.470 1.508
H 7.869 1.301 -0.870
H 6.625 0.189 0.761
H 5.203 1.273 -3.190
C -4.865 -1.392 -1.302
C -3.435 -1.629 -0.894
C -2.948 -2.922 -0.653
C -1.648 -3.164 -0.274
C -1.230 -4.559 0.072
O -0.588 -4.807 1.066
C -1.698 -5.669 -0.827
C -1.923 -6.926 -0.276
C -2.319 -7.978 -1.086
C -2.466 -7.784 -2.454
C -2.225 -6.536 -3.010
C -1.853 -5.476 -2.196
C -0.713 -2.094 -0.177
O 0.522 -2.377 0.043
C -1.200 -0.768 -0.365
C -2.557 -0.589 -0.725
C -0.398 0.413 -0.100
N 0.875 0.430 0.172
C 1.571 1.668 0.560
C 2.050 1.623 2.000
Te 2.803 3.533 2.618
C 0.910 4.443 2.829
C 0.604 5.589 2.102
C -0.588 6.265 2.335
C -1.485 5.790 3.278
C -1.195 4.630 3.986
C 0.003 3.965 3.771
C -1.122 1.723 -0.107
C -1.112 2.482 -1.271
C -1.810 3.680 -1.312
C -2.513 4.114 -0.197
C -2.517 3.354 0.964
C -1.821 2.155 1.013
H -5.399 -2.336 -1.412
H -4.924 -0.866 -2.256
H -5.399 -0.794 -0.562
H -3.619 -3.768 -0.763
H -1.778 -7.063 0.787
H -2.507 -8.952 -0.654
H -2.767 -8.608 -3.087
H -2.327 -6.388 -4.077
H -1.670 -4.498 -2.624
H -2.925 0.416 -0.884
H 0.892 2.511 0.449
H 2.393 1.836 -0.131
H 2.877 0.938 2.175
H 1.245 1.336 2.675
H 1.296 5.957 1.355
H -0.812 7.163 1.773
H -2.409 6.322 3.465
H -1.893 4.254 4.723
H 0.239 3.084 4.354
H -0.563 2.130 -2.136
H -1.807 4.272 -2.218
H -3.059 5.048 -0.232
H -3.058 3.695 1.836
H -1.826 1.551 1.912